# 1
This record from the OMol25 dataset describes a structure of composition C27H49F2NO2Si2Sn at a distorted geometry. The level of theory is ωB97M-V with the def2-TZVPD basis set.

Output
gap between HOMO and LUMO (alpha / beta) = 4.011 / 2.779 eV

ORCA input file:
```
! wB97M-V def2-TZVPD RIJCOSX def2/J DEFGRID3
* xyz 0 1
O 0.243 1.148 -2.152
O -1.689 2.340 -1.908
C 1.252 2.177 -2.299
C 2.643 1.666 -2.722
H 1.365 2.732 -1.372
H 0.918 2.952 -2.987
H 3.033 0.945 -2.006
H 3.354 2.490 -2.771
H 2.626 1.194 -3.704
C -0.123 0.598 -3.447
C -0.426 1.545 -4.635
H -0.994 -0.031 -3.282
H 0.671 -0.056 -3.794
H -1.141 2.321 -4.364
H -0.856 0.988 -5.467
H 0.472 2.036 -5.007
C -2.895 1.586 -1.770
C -1.629 3.723 -1.568
C -3.681 1.523 -3.082
H -3.514 1.979 -0.963
H -2.638 0.565 -1.498
H -3.964 2.509 -3.443
H -4.596 0.947 -2.950
H -3.102 1.038 -3.865
C -2.392 4.596 -2.565
H -0.588 4.040 -1.553
H -2.018 3.885 -0.567
H -2.094 4.377 -3.589
H -2.199 5.651 -2.377
H -3.466 4.444 -2.477
H -0.820 1.806 -1.736
Sn 0.620 -1.044 1.036
C 0.163 0.948 1.147
Si -0.231 2.124 2.606
H 1.210 0.842 0.886
H -0.662 0.430 0.671
C 0.502 3.802 2.193
C 0.508 1.757 4.286
C -2.074 2.290 2.893
C 1.424 -1.809 -0.770
Si 0.412 -3.177 -1.615
H 1.962 -2.355 -0.008
H 2.223 -1.498 -1.439
C 0.763 -3.218 -3.454
C -1.413 -2.906 -1.353
C 0.916 -4.849 -0.954
H -2.628 2.349 1.960
H -2.301 3.182 3.474
H -2.455 1.434 3.446
H 1.523 3.703 1.830
H 0.526 4.442 3.074
H -0.069 4.331 1.436
H 1.535 1.409 4.237
H -0.089 1.025 4.823
H 0.508 2.656 4.901
H -1.910 -2.598 -2.272
H -1.588 -2.129 -0.613
H -1.902 -3.814 -1.003
H 0.357 -5.644 -1.445
H 0.727 -4.931 0.111
H 1.975 -5.037 -1.125
H 0.441 -4.166 -3.885
H 1.828 -3.112 -3.655
H 0.236 -2.432 -3.991
F -3.400 -4.012 3.331
C -2.109 -3.600 3.352
C -1.636 -2.735 2.362
C -0.305 -2.323 2.400
C 0.572 -2.741 3.414
C 0.084 -3.618 4.409
F 0.863 -4.070 5.420
C -1.251 -4.041 4.368
C 1.962 -2.182 3.328
C 3.009 -2.467 4.226
C 4.262 -1.877 4.030
C 4.472 -1.012 2.956
C 3.420 -0.746 2.082
N 2.210 -1.331 2.289
H -2.297 -2.392 1.581
H -1.625 -4.710 5.132
H 2.892 -3.129 5.066
H 5.075 -2.093 4.712
H 5.442 -0.557 2.798
H 3.571 -0.084 1.239
*
```

Electronic structure analysis, Löwdin charges in units of e: number 1, O, carries -0.158; number 2, O, carries -0.100; number 3, C, carries -0.224; number 4, C, carries -0.037; number 5, H, carries 0.117; number 6, H, carries 0.109; number 7, H, carries 0.075; number 8, H, carries 0.085; number 9, H, carries 0.073; number 10, C, carries -0.188; number 11, C, carries -0.051; number 12, H, carries 0.111; number 13, H, carries 0.111; number 14, H, carries 0.053; number 15, H, carries 0.091; number 16, H, carries 0.076; number 17, C, carries -0.171; number 18, C, carries -0.164; number 19, C, carries -0.045; number 20, H, carries 0.133; number 21, H, carries 0.106; number 22, H, carries 0.066; number 23, H, carries 0.089; number 24, H, carries 0.066; number 25, C, carries -0.042; number 26, H, carries 0.124; number 27, H, carries 0.130; number 28, H, carries 0.079; number 29, H, carries 0.090; number 30, H, carries 0.076; number 31, H, carries 0.042; number 32, Sn, carries 1.072; number 33, C, carries -0.360; number 34, Si, carries 0.434; number 35, H, carries -0.041; number 36, H, carries -0.082; number 37, C, carries -0.203; number 38, C, carries -0.183; number 39, C, carries -0.186; number 40, C, carries -0.348; number 41, Si, carries 0.406; number 42, H, carries -0.039; number 43, H, carries 0.002; number 44, C, carries -0.191; number 45, C, carries -0.212; number 46, C, carries -0.183; number 47, H, carries 0.002; number 48, H, carries 0.031; number 49, H, carries 0.030; number 50, H, carries 0.024; number 51, H, carries 0.024; number 52, H, carries 0.001; number 53, H, carries 0.026; number 54, H, carries 0.028; number 55, H, carries 0.026; number 56, H, carries 0.013; number 57, H, carries -0.049; number 58, H, carries 0.032; number 59, H, carries 0.030; number 60, H, carries 0.027; number 61, H, carries 0.033; number 62, H, carries 0.030; number 63, H, carries 0.027; number 64, H, carries 0.003; number 65, F, carries 0.040; number 66, C, carries -0.269; number 67, C, carries -0.060; number 68, C, carries -0.227; number 69, C, carries -0.130; number 70, C, carries -0.204; number 71, F, carries 0.055; number 72, C, carries 0.058; number 73, C, carries -0.226; number 74, C, carries -0.021; number 75, C, carries -0.124; number 76, C, carries -0.109; number 77, C, carries -0.157; number 78, N, carries -0.132; number 79, H, carries 0.074; number 80, H, carries 0.122; number 81, H, carries 0.096; number 82, H, carries 0.086; number 83, H, carries 0.090; number 84, H, carries 0.094

***

# 2
This record from the OMol25 dataset describes a structure of composition C27H49F2NO2Si2Zn at a distorted geometry. The level of theory is ωB97M-V with the def2-TZVPD basis set.

Output
gap between HOMO and LUMO = 7.938 eV

ORCA input file:
```
! wB97M-V def2-TZVPD RIJCOSX def2/J DEFGRID3
* xyz 0 1
O -1.882 1.422 1.317
O -0.330 3.488 -3.641
C -3.050 0.857 0.600
C -4.339 1.080 1.375
H -2.879 -0.239 0.460
H -3.128 1.273 -0.421
H -4.329 0.539 2.318
H -5.173 0.742 0.745
H -4.454 2.136 1.589
C -1.261 2.589 0.666
C -2.136 3.509 -0.184
H -0.380 2.264 0.050
H -0.880 3.171 1.544
H -2.123 3.241 -1.251
H -1.741 4.529 -0.118
H -3.166 3.549 0.196
C 1.012 3.335 -3.190
C -0.638 2.589 -4.702
C 1.416 4.498 -2.297
H 1.721 3.297 -4.039
H 1.106 2.385 -2.624
H 1.387 5.454 -2.840
H 2.451 4.355 -1.964
H 0.750 4.548 -1.424
C -1.828 3.085 -5.508
H -0.875 1.597 -4.273
H 0.216 2.481 -5.396
H -2.663 3.360 -4.857
H -2.166 2.314 -6.209
H -1.557 3.953 -6.120
H 0.104 -1.847 -1.916
Zn -0.550 -0.289 2.088
C -0.404 -1.497 -2.790
Si 0.695 -2.857 -3.524
H -1.479 -1.723 -2.827
H -0.234 -0.445 -3.046
C -0.261 -3.466 -4.993
C 0.822 -4.161 -2.131
C 2.361 -2.096 -3.856
C -1.069 0.599 3.837
Si 0.506 1.594 4.078
H -1.176 -0.207 4.587
H -1.971 1.261 3.942
C 0.080 3.160 5.053
C 1.412 2.255 2.562
C 1.722 0.608 5.117
H 2.278 -1.049 -4.161
H 2.839 -2.661 -4.660
H 3.003 -2.144 -2.970
H -1.280 -3.759 -4.711
H 0.245 -4.334 -5.425
H -0.323 -2.670 -5.747
H -0.124 -4.339 -1.596
H 1.592 -3.920 -1.384
H 1.106 -5.091 -2.646
H 1.375 3.355 2.620
H 1.009 1.965 1.579
H 2.467 1.954 2.569
H 2.491 1.300 5.497
H 2.219 -0.203 4.563
H 1.192 0.173 5.977
H 0.924 3.400 5.719
H -0.821 2.992 5.660
H -0.095 4.015 4.382
F 4.805 -0.525 0.501
C 3.729 -1.169 1.074
C 2.491 -0.505 1.068
C 1.380 -1.139 1.617
C 1.511 -2.476 2.029
C 2.810 -3.050 2.102
F 3.036 -4.226 2.795
C 3.934 -2.422 1.619
C 0.294 -3.267 2.274
C 0.307 -4.656 2.485
C -0.860 -5.379 2.429
C -2.066 -4.682 2.302
C -2.036 -3.285 2.260
N -0.888 -2.596 2.171
H 2.448 0.499 0.651
H 4.909 -2.899 1.670
H 1.269 -5.131 2.680
H -0.828 -6.473 2.469
H -3.014 -5.193 2.280
H -2.964 -2.702 2.274
*
```

Electronic structure analysis, Löwdin charges in units of e: number 1, O, carries -0.283; number 2, O, carries -0.167; number 3, C, carries -0.240; number 4, C, carries -0.067; number 5, H, carries 0.111; number 6, H, carries 0.112; number 7, H, carries 0.075; number 8, H, carries 0.085; number 9, H, carries 0.070; number 10, C, carries -0.229; number 11, C, carries -0.074; number 12, H, carries 0.116; number 13, H, carries 0.116; number 14, H, carries 0.073; number 15, H, carries 0.081; number 16, H, carries 0.076; number 17, C, carries -0.294; number 18, C, carries -0.289; number 19, C, carries -0.074; number 20, H, carries 0.117; number 21, H, carries 0.117; number 22, H, carries 0.081; number 23, H, carries 0.079; number 24, H, carries 0.064; number 25, C, carries -0.079; number 26, H, carries 0.107; number 27, H, carries 0.117; number 28, H, carries 0.075; number 29, H, carries 0.076; number 30, H, carries 0.076; number 31, H, carries -0.022; number 32, Zn, carries 0.722; number 33, C, carries -0.169; number 34, Si, carries 0.439; number 35, H, carries 0.036; number 36, H, carries 0.008; number 37, C, carries -0.200; number 38, C, carries -0.176; number 39, C, carries -0.173; number 40, C, carries -0.342; number 41, Si, carries 0.378; number 42, H, carries -0.016; number 43, H, carries 0.001; number 44, C, carries -0.197; number 45, C, carries -0.201; number 46, C, carries -0.189; number 47, H, carries 0.029; number 48, H, carries 0.028; number 49, H, carries 0.031; number 50, H, carries 0.035; number 51, H, carries 0.022; number 52, H, carries 0.035; number 53, H, carries 0.034; number 54, H, carries 0.026; number 55, H, carries 0.026; number 56, H, carries 0.033; number 57, H, carries -0.018; number 58, H, carries 0.034; number 59, H, carries 0.030; number 60, H, carries 0.022; number 61, H, carries 0.032; number 62, H, carries 0.025; number 63, H, carries 0.025; number 64, H, carries 0.019; number 65, F, carries 0.028; number 66, C, carries -0.240; number 67, C, carries -0.072; number 68, C, carries -0.112; number 69, C, carries -0.156; number 70, C, carries -0.186; number 71, F, carries 0.022; number 72, C, carries 0.051; number 73, C, carries -0.198; number 74, C, carries -0.007; number 75, C, carries -0.057; number 76, C, carries -0.063; number 77, C, carries -0.120; number 78, N, carries 0.053; number 79, H, carries 0.091; number 80, H, carries 0.135; number 81, H, carries 0.110; number 82, H, carries 0.116; number 83, H, carries 0.096; number 84, H, carries 0.111

***

# 3
This record from the OMol25 dataset describes a cluster of 8 separate species, C27H49NO10 in total at a distorted geometry. The level of theory is ωB97M-V with the def2-TZVPD basis set.

Output
gap between HOMO and LUMO = 6.586 eV

ORCA input file:
```
! wB97M-V def2-TZVPD RIJCOSX def2/J DEFGRID3
* xyz 0 1
C 1.057 -0.762 0.797
C -0.475 -0.751 1.323
O -0.918 -1.822 1.655
N -1.243 0.556 1.431
H -0.592 1.355 1.873
H -1.351 1.169 0.582
C -2.624 0.434 2.043
H 1.714 -0.033 1.138
H 1.243 -0.965 -0.269
H 1.425 -1.617 1.163
H -3.416 1.035 1.549
H -2.526 0.782 3.057
H -3.170 -0.544 1.723
O -1.353 2.105 -0.587
H -1.770 2.922 -0.604
C 4.253 -1.105 2.226
C 5.757 -1.244 2.463
C 6.351 0.093 2.904
O 6.019 -2.094 3.606
H 3.937 -0.603 1.328
H 3.799 -0.531 2.973
H 3.848 -1.983 2.301
H 6.214 -1.594 1.538
H 6.136 0.625 2.027
H 7.488 0.066 3.091
H 5.843 0.511 3.887
H 6.822 -2.480 3.498
C 3.717 -4.170 -0.089
C 2.652 -4.697 -1.084
C 2.082 -3.636 -1.975
O 3.275 -5.651 -1.890
H 3.713 -4.652 0.813
H 3.564 -3.037 0.182
H 4.747 -4.096 -0.557
H 1.924 -5.116 -0.641
H 1.370 -3.059 -1.460
H 1.230 -4.256 -2.400
H 2.880 -3.084 -2.698
H 3.532 -6.505 -1.383
C 3.009 0.581 -3.072
C 1.489 1.214 -3.051
C 0.624 0.576 -4.087
O 0.934 1.084 -1.707
H 3.224 0.249 -4.112
H 3.241 -0.168 -2.346
H 3.695 1.295 -2.764
H 1.447 2.231 -3.357
H 1.142 0.837 -5.076
H -0.473 0.908 -3.998
H 0.531 -0.448 -4.163
H 0.110 1.614 -1.700
C -3.808 -1.271 -1.270
C -2.685 -0.471 -2.063
C -2.451 -1.170 -3.363
O -3.191 0.829 -2.179
H -3.576 -2.439 -1.313
H -4.787 -1.076 -1.567
H -3.726 -0.876 -0.168
H -1.767 -0.285 -1.552
H -3.011 -0.625 -4.338
H -2.935 -2.243 -3.278
H -1.428 -1.342 -3.593
H -2.483 1.434 -2.055
C -8.145 1.734 1.901
C -9.358 2.121 1.132
C -9.195 2.518 -0.330
O -10.180 2.928 -0.930
C -7.885 2.287 -0.979
C -6.711 2.057 -0.173
C -6.790 1.653 1.194
O -5.739 1.218 1.662
H -8.165 1.477 3.098
H -10.275 2.310 1.759
H -7.643 2.514 -2.019
H -5.821 2.095 -0.577
C 0.943 3.312 1.326
C 2.345 3.202 0.606
C 3.435 2.513 1.434
O 4.536 2.455 0.935
C 3.244 2.163 2.797
C 1.937 2.458 3.463
C 0.725 2.853 2.779
O -0.345 2.892 3.208
H 0.147 3.762 0.718
H 2.432 3.414 -0.381
H 4.114 1.796 3.390
H 2.116 2.266 4.625
*
```

Electronic structure analysis, Löwdin charges in units of e: number 1, C, carries 0.046; number 2, C, carries -0.288; number 3, O, carries 0.119; number 4, N, carries 0.051; number 5, H, carries 0.166; number 6, H, carries 0.033; number 7, C, carries -0.018; number 8, H, carries 0.030; number 9, H, carries 0.079; number 10, H, carries 0.014; number 11, H, carries 0.069; number 12, H, carries 0.086; number 13, H, carries 0.112; number 14, O, carries -0.314; number 15, H, carries -0.064; number 16, C, carries -0.049; number 17, C, carries -0.425; number 18, C, carries -0.071; number 19, O, carries -0.023; number 20, H, carries 0.079; number 21, H, carries 0.056; number 22, H, carries 0.012; number 23, H, carries 0.140; number 24, H, carries 0.034; number 25, H, carries 0.105; number 26, H, carries 0.117; number 27, H, carries 0.026; number 28, C, carries -0.032; number 29, C, carries -0.533; number 30, C, carries -0.049; number 31, O, carries -0.073; number 32, H, carries 0.031; number 33, H, carries 0.085; number 34, H, carries 0.101; number 35, H, carries 0.064; number 36, H, carries 0.034; number 37, H, carries 0.104; number 38, H, carries 0.150; number 39, H, carries 0.148; number 40, C, carries -0.006; number 41, C, carries -0.410; number 42, C, carries -0.086; number 43, O, carries -0.111; number 44, H, carries 0.080; number 45, H, carries 0.044; number 46, H, carries 0.027; number 47, H, carries 0.112; number 48, H, carries 0.109; number 49, H, carries 0.106; number 50, H, carries 0.027; number 51, H, carries 0.033; number 52, C, carries -0.033; number 53, C, carries -0.512; number 54, C, carries -0.078; number 55, O, carries -0.073; number 56, H, carries 0.110; number 57, H, carries 0.039; number 58, H, carries 0.069; number 59, H, carries 0.102; number 60, H, carries 0.151; number 61, H, carries 0.091; number 62, H, carries 0.019; number 63, H, carries 0.015; number 64, C, carries 0.053; number 65, C, carries 0.050; number 66, C, carries -0.407; number 67, O, carries 0.086; number 68, C, carries 0.081; number 69, C, carries 0.046; number 70, C, carries -0.407; number 71, O, carries 0.073; number 72, H, carries 0.157; number 73, H, carries 0.118; number 74, H, carries 0.118; number 75, H, carries 0.058; number 76, C, carries 0.102; number 77, C, carries 0.141; number 78, C, carries -0.455; number 79, O, carries 0.105; number 80, C, carries 0.029; number 81, C, carries 0.068; number 82, C, carries -0.528; number 83, O, carries 0.131; number 84, H, carries 0.088; number 85, H, carries 0.056; number 86, H, carries 0.105; number 87, H, carries 0.155